Formula: C6H10
Source: the OMol25 dataset
Level of theory: ωB97M-V/def2-TZVPD

**HOMO-LUMO gap**: 8.913 eV
**SMILES**: C[C@@]12CC[C@@H]1C2
**Maximum force**: 2.035 eV Å⁻¹
**Energy above the lowest of the compared OMol25 structures with the same formula, charge and spin**: 65.2 kcal per mole

Positions of all 16 atoms, in Å:
C  -0.584405  1.642919  -0.814110
C  -0.044206  0.334237  -0.268534
C  0.641402  0.181521  1.077050
C  0.199201  -1.290335  1.230842
C  -0.644490  -1.240645  -0.054293
C  0.269879  -0.789598  -1.153277
H  -1.263382  1.525927  -1.669060
H  0.288266  2.204428  -1.187837
H  -1.077403  2.282459  -0.070959
H  1.710511  0.392144  1.018852
H  0.201116  0.803209  1.864870
H  -0.374767  -1.495116  2.137602
H  1.023511  -2.015477  1.188768
H  -1.519434  -0.593631  0.005244
H  -0.159910  -0.779796  -2.148797
H  1.303601  -1.123650  -1.116392

Atoms 1-6, force components in eV/Å:
C 0.00 -0.17 0.11
C 0.89 0.32 -0.24
C 0.42 0.19 0.11
C 0.01 0.12 0.14
C -0.02 1.33 0.20
C 0.25 0.23 -0.32